No. 1
Formula: C9H13NO
Source: the Open Molecules 2025 dataset
Level of theory: wB97M-V/def2-TZVPD

Geometry (Å):
C  -2.529  -0.340  -1.747
C  -1.206  -0.922  -1.368
C  -0.927  -0.842  0.017
C  0.187  -1.563  0.443
C  1.053  -2.315  -0.358
C  0.662  -2.492  -1.690
C  -0.399  -1.727  -2.193
H  -2.397  0.021  -2.742
H  -2.855  0.587  -1.259
H  -3.271  -1.171  -1.839
H  -1.550  -0.397  0.750
H  0.565  -1.664  1.453
H  1.902  -2.843  0.063
H  1.158  -3.015  -2.432
H  -0.741  -1.849  -3.244
C  0.289  2.146  1.147
C  1.109  2.028  2.329
N  2.369  2.534  2.248
O  0.830  1.386  3.318
H  -0.734  1.605  1.293
H  0.750  1.718  0.209
H  0.063  3.263  0.992
H  2.899  2.682  3.051
H  2.775  3.170  1.562

The energy above the lowest of the compared OMol25 structures with the same formula, charge and spin comes out at 28.5 kcal/mol. The HOMO-LUMO gap is 9.791 eV. The HOMO energy is -8.96 eV. The spin multiplicity is 1. The LUMO energy comes out at 0.83 eV.

***

No. 2
Formula: C9H13NO2
Source: the Open Molecules 2025 dataset
Level of theory: wB97M-V/def2-TZVPD

Geometry (Å):
C  -0.547  -1.848  2.349
C  0.130  -1.468  1.053
C  -0.340  -1.860  -0.171
C  0.290  -1.453  -1.362
C  1.544  -0.921  -1.268
O  2.198  -0.339  -2.336
C  2.076  -0.526  -0.028
C  1.370  -0.834  1.105
H  -0.622  -0.998  3.026
H  0.040  -2.624  2.835
H  -1.548  -2.245  2.211
H  -1.259  -2.420  -0.314
H  -0.218  -1.592  -2.305
H  1.917  -0.676  -3.190
H  2.983  0.069  -0.101
H  1.746  -0.471  2.055
C  -2.065  2.541  -0.008
C  -1.034  1.977  -0.952
N  0.264  2.248  -0.638
O  -1.322  1.266  -1.897
H  -2.839  1.790  0.021
H  -2.539  3.481  -0.293
H  -1.713  2.662  1.022
H  0.960  1.674  -1.092
H  0.530  2.566  0.277

The energy above the lowest of the compared OMol25 structures with the same formula, charge and spin comes out at 7.3 kcal/mol. The HOMO-LUMO gap is 9.308 eV. The HOMO energy is -8.51 eV. The spin multiplicity is 1. The LUMO energy comes out at 0.80 eV.

***

No. 3
Formula: C9H13NO3
Source: the Open Molecules 2025 dataset
Level of theory: wB97M-V/def2-TZVPD

Geometry (Å):
C  2.411  0.402  -3.211
C  0.691  -0.243  -1.780
C  -0.671  0.152  -1.853
C  -1.341  0.192  -0.783
C  -0.753  0.256  0.539
C  0.539  -0.131  0.653
C  1.331  -0.243  -0.472
C  -1.461  0.750  1.949
C  -1.900  -0.376  2.943
H  3.647  -0.234  -2.773
H  2.227  0.101  -4.519
H  2.042  1.577  -2.541
H  -1.412  0.020  -2.725
H  -2.419  0.460  -0.886
H  1.217  0.053  1.718
H  3.087  -1.283  0.443
H  -0.663  1.029  2.497
H  -2.772  2.458  1.896
H  -2.951  -0.810  2.566
H  -1.915  -0.104  4.182
H  -1.013  -2.275  2.954
H  -0.230  -1.192  1.613
N  -0.630  -1.158  2.790
O  1.445  -0.529  -2.828
O  2.820  -0.292  -0.506
O  -2.704  1.289  1.851

The energy above the lowest of the compared OMol25 structures with the same formula, charge and spin comes out at 319.2 kcal/mol. The HOMO-LUMO gap is 8.103 eV. The HOMO energy is -8.42 eV. The spin multiplicity is 1. The LUMO energy comes out at -0.31 eV.

***

No. 4
Formula: C9H13O4PSr
Source: the Open Molecules 2025 dataset
Level of theory: wB97M-V/def2-TZVPD

Geometry (Å):
Sr  -0.947  0.814  0.297
O  -2.562  -0.503  -2.964
C  -2.023  -0.153  -2.014
C  0.436  1.595  2.583
O  1.052  1.870  3.514
C  -2.395  -0.945  1.758
O  -3.015  -1.698  2.368
C  0.474  2.692  -1.138
O  1.096  3.429  -1.769
C  -3.093  2.434  0.103
H  -2.875  2.866  -0.893
H  -3.865  1.640  0.103
C  -2.468  2.845  1.229
H  -2.688  2.417  2.226
H  -1.701  3.643  1.231
C  1.586  -3.327  -0.585
P  0.980  -1.614  -0.314
C  2.237  -1.087  0.921
C  1.679  -0.845  -1.830
H  1.407  -3.925  0.319
H  2.664  -3.292  -0.796
H  1.057  -3.774  -1.439
H  3.205  -1.559  0.690
H  2.377  0.005  0.935
H  1.912  -1.424  1.916
H  2.646  -1.314  -2.064
H  0.989  -1.031  -2.665
H  1.835  0.240  -1.722

The HOMO-LUMO gap is 7.985 eV. The HOMO energy is -16.10 eV. Its net charge is +2. The spin multiplicity is 1. The LUMO energy comes out at -8.11 eV.

***

No. 5
Formula: C9H13O6PtS2Sb2Se4
Source: the Open Molecules 2025 dataset
Level of theory: wB97M-V/def2-TZVPD

Geometry (Å):
Pt  1.068  -1.159  2.029
O  -1.452  -2.769  -1.560
S  -1.453  -1.361  -1.362
O  -2.653  -0.606  -1.563
O  -0.933  -1.109  0.091
C  -0.200  -0.657  -2.422
C  -0.699  -0.343  -3.677
C  0.135  0.124  -4.683
C  1.485  0.277  -4.438
C  1.999  -0.026  -3.186
C  1.173  -0.497  -2.171
S  2.023  -0.649  -0.615
O  1.640  -1.905  0.101
O  3.417  -0.532  -0.868
O  1.484  0.452  0.276
H  -1.757  -0.470  -3.865
H  -0.279  0.363  -5.653
H  2.150  0.638  -5.211
H  3.053  0.099  -2.987
Se  1.393  -4.392  6.120
Sb  1.586  -2.081  5.248
Se  3.166  -1.638  3.439
Se  2.253  -0.805  7.284
Se  -0.344  -1.121  4.023
C  -1.133  1.944  -0.546
Sb  -0.909  0.657  1.110
C  -0.127  2.236  2.342
C  -2.867  0.345  1.832
H  -1.475  2.895  -0.135
H  -1.865  1.567  -1.254
H  -0.163  2.086  -1.017
H  0.391  2.901  1.655
H  0.534  1.904  3.136
H  -1.029  2.696  2.746
H  -3.443  1.201  1.478
H  -2.911  0.298  2.917
H  -3.258  -0.565  1.385

The energy above the lowest of the compared OMol25 structures with the same formula, charge and spin comes out at 0.0 kcal/mol. The HOMO-LUMO gap (alpha / beta) is 6.690 / 5.646 eV. The HOMO energy (alpha / beta) is -11.69 / -12.29 eV. Its net charge is +1. The spin multiplicity is 5. The LUMO energy (alpha / beta) comes out at -5.00 / -6.64 eV.

***

No. 6
Formula: C9H14
Source: the Open Molecules 2025 dataset
Level of theory: wB97M-V/def2-TZVPD

Geometry (Å):
C  -2.016  0.492  -0.693
C  -0.551  0.343  -0.802
C  0.342  1.142  -0.042
C  1.763  0.994  -0.287
C  2.286  0.019  -1.163
C  1.386  -0.855  -1.813
C  0.008  -0.532  -1.731
H  -2.447  -0.234  -1.199
H  -2.317  1.445  -1.123
H  -2.441  0.379  0.376
H  -0.037  1.796  0.659
H  2.439  1.596  0.302
H  3.276  -0.247  -1.510
H  1.759  -1.725  -2.379
H  -0.656  -1.244  -2.151
C  -1.787  -0.935  2.462
C  -0.304  -0.329  2.649
H  -2.243  -0.594  3.350
H  -2.274  -0.602  1.544
H  -1.710  -1.958  2.412
H  -0.564  0.709  3.017
H  0.267  -0.611  1.713
H  0.196  -0.750  3.512

The energy above the lowest of the compared OMol25 structures with the same formula, charge and spin comes out at 45.1 kcal/mol. The HOMO-LUMO gap is 9.958 eV. The HOMO energy is -8.91 eV. The spin multiplicity is 1. The LUMO energy comes out at 1.05 eV.

***

No. 7
Formula: C9H14
Source: the Open Molecules 2025 dataset
Level of theory: wB97M-V/def2-TZVPD

Geometry (Å):
C  -2.038  1.929  1.591
C  -0.628  1.487  1.305
C  -0.235  0.167  1.504
C  1.089  -0.222  1.362
C  2.038  0.718  0.987
C  1.666  2.027  0.743
C  0.352  2.419  0.949
H  -2.191  2.973  1.336
H  -2.302  1.715  2.622
H  -2.757  1.365  0.982
H  -0.999  -0.568  1.730
H  1.405  -1.229  1.595
H  3.064  0.429  0.805
H  2.416  2.749  0.423
H  0.050  3.447  0.809
C  0.250  -1.746  -2.232
C  -0.457  -3.091  -2.475
H  -0.430  -1.060  -1.726
H  1.037  -1.892  -1.482
H  0.642  -1.352  -3.165
H  -0.581  -3.671  -1.568
H  0.082  -3.654  -3.240
H  -1.475  -2.938  -2.855

The energy above the lowest of the compared OMol25 structures with the same formula, charge and spin comes out at 4.6 kcal/mol. The HOMO-LUMO gap is 10.038 eV. The HOMO energy is -9.04 eV. The spin multiplicity is 1. The LUMO energy comes out at 1.00 eV.

***

No. 8
Formula: C9H14
Source: the Open Molecules 2025 dataset
Level of theory: wB97M-V/def2-TZVPD

Geometry (Å):
C  0.916  0.662  -3.625
C  0.294  0.310  -2.291
C  1.102  -0.090  -1.250
C  0.696  -0.286  0.055
C  -0.684  -0.125  0.306
C  -1.536  0.296  -0.751
C  -1.047  0.447  -2.052
H  0.317  1.322  -4.291
H  1.107  -0.212  -4.235
H  1.791  1.293  -3.465
H  2.158  -0.303  -1.453
H  1.414  -0.488  0.835
H  -1.112  -0.288  1.267
H  -2.569  0.483  -0.482
H  -1.803  0.732  -2.785
C  -0.568  -0.983  3.772
C  0.620  -0.103  4.193
H  -1.496  -0.633  4.235
H  -0.734  -0.804  2.691
H  -0.508  -2.059  3.926
H  0.421  0.622  4.972
H  0.972  0.602  3.437
H  1.381  -0.682  4.743

The energy above the lowest of the compared OMol25 structures with the same formula, charge and spin comes out at 21.4 kcal/mol. The HOMO-LUMO gap is 10.064 eV. The HOMO energy is -9.01 eV. The spin multiplicity is 1. The LUMO energy comes out at 1.05 eV.